[1]
The following is a quantum chemistry calculation of a cluster of 2 separate species, C21H22FN3O4 in total in a non-equilibrium geometry, from the OMol25 dataset.

The SMILES is CNC(=O)[C@H](Cc1ccccc1)NC(C)=O.O=C(O)c1cc2cc(F)ccc2[nH]1. The HOMO-LUMO gap is 8.55 eV. The value obtained for the HOMO energy is -8.4108 eV. The charge is 0. For the relative energy (zero: lowest compared OMol25 entry of this formula, charge and spin), the calculation gives 2.2 kcal/mol.

Last columns: bonded neighbours and bond lengths (Å).
Atoms and positions in Å:
1 C -0.439 5.501 1.928  N2 1.461, H17 1.092, H18 1.091, H19 1.092
2 N 0.091 4.139 1.927  C1 1.461, C3 1.339, H20 1.008
3 C -0.554 3.081 2.432  N2 1.339, O4 1.227, C5 1.540
4 O -1.663 3.183 2.948  C3 1.227
5 C 0.153 1.715 2.347  C3 1.540, C6 1.537, N13 1.465, H21 1.091
6 C -0.100 1.018 1.001  C5 1.537, C7 1.515, H22 1.091, H23 1.091
7 C 0.178 1.903 -0.197  C6 1.515, C8 1.408, C12 1.407
8 C -0.879 2.594 -0.818  C7 1.408, C9 1.405, H24 1.081
9 C -0.618 3.478 -1.878  C8 1.405, C10 1.405, H25 1.081
10 C 0.701 3.668 -2.325  C9 1.405, C11 1.406, H26 1.081
11 C 1.758 2.973 -1.711  C10 1.406, C12 1.406, H27 1.081
12 C 1.499 2.095 -0.644  C7 1.407, C11 1.406, H28 1.081
13 N -0.251 0.828 3.441  C5 1.465, C14 1.331, H29 1.009
14 C 0.526 -0.110 3.976  N13 1.331, C15 1.510, O16 1.225
15 C -0.056 -0.883 5.135  C14 1.510, H30 1.089, H31 1.089, H32 1.089
16 O 1.658 -0.354 3.577  C14 1.225
17 H -1.386 5.524 1.385  C1 1.092
18 H 0.266 6.182 1.449  C1 1.091
19 H -0.617 5.826 2.955  C1 1.092
20 H 0.973 3.975 1.466  N2 1.008
21 H 1.225 1.901 2.430  C5 1.091
22 H -1.141 0.691 0.961  C6 1.091
23 H 0.527 0.127 0.937  C6 1.091
24 H -1.894 2.459 -0.470  C8 1.081
25 H -1.432 4.009 -2.353  C9 1.081
26 H 0.902 4.341 -3.147  C10 1.081
27 H 2.771 3.111 -2.063  C11 1.081
28 H 2.314 1.569 -0.168  C12 1.081
29 H -1.166 0.988 3.837  N13 1.009
30 H -0.931 -1.434 4.796  C15 1.089
31 H 0.696 -1.577 5.509  C15 1.089
32 H -0.337 -0.187 5.925  C15 1.089
33 O -2.609 -6.692 -3.466  C34 1.219
34 C -1.848 -6.472 -2.539  O33 1.219, O35 1.352, C36 1.464
35 O -1.676 -7.327 -1.507  C34 1.352, H46 0.969
36 C -1.092 -5.219 -2.507  C34 1.464, C37 1.377, N45 1.394
37 C -0.980 -4.280 -3.507  C36 1.377, C38 1.455, H47 1.086
38 C -0.113 -3.218 -3.021  C37 1.455, C39 1.398, C44 1.391
39 C 0.344 -2.035 -3.609  C38 1.398, C40 1.401, H48 1.084
40 C 1.193 -1.188 -2.886  C39 1.401, F41 1.352, C42 1.402
41 F 1.653 -0.046 -3.446  C40 1.352
42 C 1.570 -1.531 -1.579  C40 1.402, C43 1.402, H49 1.085
43 C 1.110 -2.717 -0.991  C42 1.402, C44 1.397, H50 1.086
44 C 0.269 -3.555 -1.727  C38 1.391, C43 1.397, N45 1.387
45 N -0.329 -4.770 -1.430  C36 1.394, C44 1.387, H51 1.020
46 H -2.262 -8.070 -1.715  O35 0.969
47 H -1.455 -4.331 -4.483  C37 1.086
48 H 0.049 -1.769 -4.618  C39 1.084
49 H 2.227 -0.867 -1.027  C42 1.085
50 H 1.406 -2.976 0.021  C43 1.086
51 H -0.229 -5.272 -0.548  N45 1.020

Atomic partial charges in e from the Löwdin method, atoms 1 to 6:
1 C -0.05
2 N 0.03
3 C -0.46
4 O 0.05
5 C -0.20
6 C -0.09

=====

[2]
The following is a quantum chemistry calculation of a cluster of 2 separate species, C3H10NS2 in total in a non-equilibrium geometry, from the OMol25 dataset.

The HOMO-LUMO gap is 6.80 eV. The value obtained for the HOMO energy is -11.5497 eV. The charge is +1. For the relative energy (zero: lowest compared OMol25 entry of this formula, charge and spin), the calculation gives 53.2 kcal/mol.

Last columns: bonded neighbours and bond lengths (Å).
Atoms and positions in Å:
1 C 3.260 0.285 0.501  C3 1.474, H7 1.210, H8 1.189, H9 1.066
2 C -4.003 0.939 0.744  S5 1.852, H10 1.128, H11 1.110, H12 1.063
3 C 3.046 -0.704 -0.571  C1 1.474, N4 1.298, H13 1.116
4 N 1.852 -1.090 -0.901  C3 1.298, H14 0.978, H15 1.042
5 S -3.237 0.247 -0.794  C2 1.852, S6 1.924, H16 1.281
6 S -1.344 -0.068 -0.646  S5 1.924
7 H 3.937 1.163 0.017  C1 1.210
8 H 3.800 -0.219 1.433  C1 1.189
9 H 2.270 0.588 0.755  C1 1.066
10 H -4.560 1.903 0.558  C2 1.128
11 H -3.164 1.303 1.373  C2 1.110
12 H -4.656 0.356 1.347  C2 1.063
13 H 3.837 -1.270 -1.118  C3 1.116
14 H 1.094 -0.574 -0.562  N4 0.978
15 H 1.650 -1.951 -1.451  N4 1.042
16 H -3.783 -0.907 -0.684  S5 1.281

Atomic partial charges in e from the Löwdin method, atoms 1 to 6:
1 C -0.02
2 C -0.33
3 C -0.08
4 N 0.22
5 S 0.42
6 S 0.01

=====

The highest relative energy (zero: lowest compared OMol25 entry of this formula, charge and spin) belongs to which entry? C3H10NS2

=====

The lowest charge belongs to which entry? C21H22FN3O4